Formula: C59H135N3O2P2
Source: the Open Molecules 2025 dataset
Level of theory: ωB97M-V with the def2-TZVPD basis set

Cartesian coordinates (Å):
C 20.746561 11.649144 11.013017
O 21.348109 11.918477 9.952824
H 19.851631 11.011044 10.872300
H 21.024006 11.632457 12.071666
H 23.507838 14.507527 16.885777
C 31.607702 10.469894 21.679044
C 30.673436 9.349931 22.250109
N 29.416011 8.902187 21.532192
C 28.532830 7.805726 22.245669
C 28.495859 10.226739 21.152252
C 27.832727 10.881826 22.327198
C 29.648199 8.207492 20.214026
C 30.130540 8.988005 18.971343
O 30.109746 8.232047 17.829240
C 30.648812 8.420079 16.825073
H 31.183008 11.508202 21.851412
H 32.236116 10.242769 20.668769
H 32.298690 10.385429 22.651835
H 30.487526 9.709889 23.236772
H 31.342122 8.460343 22.365453
H 28.037035 8.126355 23.130107
H 29.108070 6.892222 22.382785
H 27.772474 7.755858 21.465679
H 27.581906 9.859039 20.574825
H 29.018853 11.050996 20.443484
H 28.447134 11.481508 22.926765
H 27.250127 10.213036 22.997555
H 27.111922 11.595129 21.992189
H 28.907197 7.473912 20.031533
H 30.419119 7.518032 20.647225
H 31.162987 9.575527 19.400287
H 29.424999 9.963706 18.961475
H 30.559235 7.540280 15.950381
H 31.374315 9.155515 16.358702
H 31.354588 4.024502 14.380758
C 18.187963 12.422467 5.342499
C 18.936969 11.230286 4.738588
C 19.653109 10.517493 5.868633
C 20.393600 9.290611 5.318735
N 21.626200 8.783001 6.046586
C 22.662468 9.853014 6.477623
C 23.986741 9.077513 6.718000
C 23.826013 7.705311 5.890095
C 22.437337 7.836481 5.197084
C 21.160613 8.005674 7.215433
H 18.214191 13.279946 4.690479
H 18.518663 12.745055 6.341573
H 17.052685 12.242425 5.453742
H 19.631086 11.681549 4.038906
H 18.380244 10.526300 4.230967
H 18.951457 10.196946 6.630752
H 20.344965 11.131832 6.335055
H 20.795487 9.610490 4.358304
H 19.772488 8.396865 5.162419
H 22.293397 10.318224 7.421227
H 22.770457 10.567007 5.696529
H 24.118716 8.706791 7.764371
H 24.878406 9.718968 6.383065
H 23.883877 6.914849 6.660890
H 24.603643 7.624718 5.117931
H 21.911071 6.895859 5.003090
H 22.635513 8.326689 4.227567
H 20.401822 8.564597 7.741630
H 22.004077 7.672884 7.836982
H 20.653047 7.164970 6.771787
C 22.959178 18.582922 7.816521
C 23.324113 17.170960 8.333287
C 24.356961 17.253694 9.524707
C 24.882861 15.811730 9.830027
N 26.161024 15.570305 10.687138
C 27.441172 16.313190 10.296581
C 28.444603 15.267754 9.745149
C 27.516105 14.122855 9.321289
C 26.488650 14.086809 10.455539
C 25.827758 15.851585 12.159829
H 22.292201 18.563183 7.040593
H 23.897990 19.044596 7.457437
H 22.543105 19.141743 8.674476
H 23.712341 16.491310 7.632729
H 22.445182 16.688336 8.771525
H 24.011343 17.723685 10.427215
H 25.249425 17.892865 9.189072
H 25.085440 15.300483 8.867503
H 24.110680 15.169934 10.304807
H 27.812364 16.765784 11.198532
H 27.121894 17.135834 9.558986
H 29.217471 14.967401 10.414986
H 28.976488 15.796136 8.979433
H 28.038932 13.197857 9.170522
H 27.027243 14.389924 8.390520
H 27.010906 13.747493 11.316351
H 25.516091 13.659522 10.330617
H 25.520103 16.917701 12.340008
H 26.780532 15.697810 12.679246
H 24.953749 15.218599 12.477801
C 19.193686 19.993874 7.289197
C 18.266077 18.890191 6.747771
C 17.532635 18.003420 7.771802
C 18.641903 17.284935 8.722007
P 17.938986 16.203111 9.924779
C 16.301187 16.835396 10.528972
C 16.441728 18.406850 11.025557
C 15.118469 19.060450 11.090278
C 14.298605 18.497958 12.244049
C 17.921405 14.547731 9.251724
C 17.009016 13.482936 9.845737
C 17.121443 12.009465 9.219579
C 15.766485 11.220130 9.326750
C 19.119001 16.299270 11.248119
C 18.766858 15.426061 12.456607
C 19.947874 15.124745 13.403857
C 20.720301 16.317023 13.882174
H 19.388142 20.714498 6.453108
H 19.963659 19.576787 7.949653
H 18.579076 20.623890 7.927823
H 18.703081 18.212715 5.953333
H 17.456883 19.364149 6.176608
H 16.994801 17.289998 7.154201
H 16.845966 18.539831 8.414001
H 19.275375 18.096680 9.126079
H 19.317012 16.682155 8.061633
H 15.918615 16.222353 11.366884
H 15.570350 16.806608 9.675914
H 17.113590 18.974015 10.350656
H 16.908745 18.326720 12.001337
H 14.530496 19.047323 10.142733
H 15.325515 20.093452 11.344577
H 14.940458 18.494624 13.135392
H 13.969722 17.432615 12.104951
H 13.476384 19.129083 12.511208
H 18.919800 14.321821 9.418056
H 17.722639 14.682919 8.203128
H 15.964702 13.851349 9.836930
H 17.240362 13.258823 10.860050
H 17.966782 11.474343 9.698994
H 17.419624 12.197763 8.166323
H 15.038907 11.796664 8.673314
H 15.393033 11.192731 10.338245
H 15.839708 10.194922 8.992864
H 19.176179 17.349324 11.483250
H 20.118233 16.122628 10.855098
H 18.411732 14.417765 12.212728
H 17.985838 15.922336 12.998978
H 20.615459 14.485466 12.870174
H 19.553882 14.663268 14.322129
H 20.103472 16.918313 14.553065
H 20.970712 16.969345 13.058915
H 21.641096 16.157906 14.442122
C 5.064925 7.688526 21.032539
C 5.906866 8.917097 20.858647
C 7.242153 8.576113 20.198263
C 8.034176 9.883738 20.208014
P 9.779873 9.701970 20.064147
C 9.872249 8.877059 18.477217
C 9.563152 7.403215 18.496414
C 9.582591 6.778801 17.144098
C 10.970882 6.345852 16.730250
C 10.606463 11.318241 20.081993
C 10.528584 12.103541 18.794924
C 11.142529 13.484060 18.861111
C 11.356372 14.216289 17.565011
C 10.428629 8.617735 21.323646
C 11.914646 8.657366 21.711932
C 12.930371 8.176795 20.617748
C 14.280483 7.995953 21.159450
H 5.521322 6.897711 21.562453
H 4.724059 7.371459 20.067385
H 4.173212 8.101770 21.561837
H 6.224174 9.457293 21.804481
H 5.348509 9.692161 20.264571
H 7.205314 8.193546 19.141782
H 7.828170 7.835834 20.815222
H 7.876500 10.429343 21.148277
H 7.690681 10.440561 19.282299
H 10.924202 8.882008 18.171298
H 9.335745 9.503674 17.749321
H 8.729976 7.034092 19.099633
H 10.440547 6.855939 18.949327
H 9.262224 7.476150 16.352556
H 9.006667 5.842889 17.127564
H 11.662944 7.288921 16.594136
H 10.963262 5.837882 15.772102
H 11.438670 5.680207 17.430250
H 11.631739 11.192511 20.489814
H 10.035226 11.830000 20.838758
H 9.496901 12.169497 18.446381
H 11.013262 11.527823 17.981565
H 12.068408 13.382636 19.381702
H 10.611318 14.079778 19.568358
H 10.497919 14.318036 16.914671
H 12.116460 13.654861 16.928786
H 11.620286 15.229881 17.852690
H 10.204761 7.614227 20.987915
H 9.812964 8.833533 22.263993
H 11.958605 7.982303 22.558877
H 12.155461 9.657078 22.174052
H 12.928162 8.882403 19.774663
H 12.501431 7.285560 20.210208
H 14.989886 7.812563 20.353201
H 14.295776 7.271597 21.953366
H 14.664045 8.917023 21.549485

Forces on atoms 1 to 3 (eV/Å):
0.4 -2.0 -3.4
-0.9 0.3 3.3
-0.4 0.5 0.1

For the total energy, the calculation gives -90463.9208 eV. As for the spin multiplicity: 1. The value obtained for the maximum force is 16.28 eV Å⁻¹. The total charge is +4. As for the HOMO energy: -0.3186 hartree. For the molecular weight, the calculation gives 980.7 g/mol.